C43H59N8O17 | the ωB97M-V functional and the def2-TZVPD basis

XYZ file:
```
127
C43H59N8O17, DFT the ωB97M-V functional and the def2-TZVPD basis
C -1.629 0.594 -0.339
C -0.140 0.756 -0.796
C 0.094 -0.121 -2.020
O 0.425 2.094 -0.835
H -1.948 -0.448 -0.380
H -2.193 1.107 -1.117
H -2.044 1.042 0.564
H 0.373 0.161 -0.042
H -0.259 0.365 -2.930
H -0.339 -1.098 -1.805
H 1.159 -0.294 -2.174
C -2.872 3.795 3.223
C -4.101 3.886 3.843
C -5.141 3.630 3.103
C -5.058 3.596 1.685
C -3.867 3.670 1.030
C -2.772 3.643 1.835
O -1.536 3.584 1.186
O -6.298 3.253 3.727
H -1.919 3.714 3.726
H -4.217 3.949 4.915
H -5.821 3.512 0.925
H -3.841 3.568 -0.044
H -1.535 3.747 0.240
H -6.865 2.640 3.254
C -1.939 -5.223 -3.587
C -2.183 -6.600 -3.582
C -1.448 -7.337 -2.672
C -0.361 -6.768 -1.977
C -0.268 -5.469 -1.950
C -0.975 -4.615 -2.782
O -0.736 -3.302 -3.024
O -1.683 -8.667 -2.520
H -2.430 -4.618 -4.335
H -3.075 -6.953 -4.077
H 0.182 -7.370 -1.263
H 0.383 -5.038 -1.205
H -0.336 -2.819 -2.296
H -0.920 -9.054 -2.084
C 3.941 -0.774 1.293
C 4.178 -2.076 1.532
C 5.475 -2.645 1.642
C 6.589 -1.768 1.571
C 6.351 -0.392 1.412
C 5.034 0.076 1.260
O 4.847 1.310 0.953
O 5.679 -4.013 1.827
H 2.920 -0.469 1.117
H 3.345 -2.755 1.638
H 7.556 -2.244 1.516
H 7.083 0.335 1.091
H 4.074 1.423 0.394
H 5.438 -4.498 1.034
C -0.009 -1.488 5.822
C -1.052 -2.037 5.098
C -1.736 -1.281 4.152
C -1.224 -0.038 3.926
C -0.328 0.612 4.734
C 0.379 -0.213 5.643
O 1.472 0.278 6.311
O -2.850 -1.762 3.507
H 0.511 -2.185 6.463
H -1.310 -3.064 5.313
H -1.604 0.673 3.207
H 0.022 1.589 4.435
H 1.706 1.206 6.234
H -3.241 -1.028 3.027
C -5.602 -3.798 -2.510
C -4.900 -4.671 -1.589
C -4.030 -4.065 -0.714
C -3.937 -2.670 -0.640
C -4.691 -1.850 -1.390
C -5.524 -2.453 -2.308
O -6.176 -1.592 -3.102
O -3.271 -4.731 0.096
H -6.132 -4.245 -3.338
H -4.857 -5.735 -1.769
H -3.307 -2.288 0.150
H -4.703 -0.772 -1.342
H -5.738 -0.921 -3.631
H -2.866 -5.445 -0.402
C 4.391 4.321 -1.990
C 3.711 3.363 -1.289
C 3.810 2.057 -1.768
C 4.740 1.673 -2.760
C 5.399 2.676 -3.403
C 5.153 3.936 -3.056
O 5.710 4.896 -3.805
O 3.047 1.061 -1.293
H 4.260 5.294 -1.541
H 2.911 3.685 -0.638
H 4.686 0.650 -3.102
H 6.078 2.487 -4.221
H 5.233 5.654 -3.460
H 2.108 1.227 -1.182
C 0.313 -3.904 2.046
O 1.083 -4.882 1.954
N 0.719 -2.661 2.225
N -0.944 -3.972 1.872
H 1.719 -2.567 2.329
H 0.150 -1.839 2.085
H -1.365 -4.884 1.761
H -1.587 -3.275 2.220
C 1.960 3.132 2.433
O 2.731 3.287 3.348
N 1.312 4.148 1.870
N 1.715 2.007 1.920
H 1.508 5.137 1.934
H 0.582 3.831 1.249
H 2.123 1.137 2.231
H 1.215 1.941 1.045
C 1.604 3.173 -4.840
O 1.556 3.857 -5.895
N 1.082 3.549 -3.699
N 1.911 1.911 -4.541
H 0.996 2.847 -2.978
H 0.326 4.177 -3.933
H 1.723 1.733 -3.564
H 2.214 1.321 -5.302
C -0.878 5.521 -1.602
O -1.373 6.521 -2.071
N 0.187 5.257 -0.831
N -1.397 4.364 -1.754
H 0.664 6.028 -0.387
H 0.379 4.269 -0.737
H -2.045 4.199 -2.510
H -0.799 3.608 -1.453
```

Output
Total charge: -1
E, Eh: -3391.057859
Frontier orbital gap, eV: 7.61
2S+1: 1

Here are the Mulliken charges for atoms 1 to 99, given in e: -1.54, 1.97, -0.89, 1.21, 0.05, 0.51, -0.07, -0.73, 0.25, -0.57, 0.43, -0.68, -0.66, 0.66, -0.65, -0.40, 0.46, -0.34, -0.58, 0.47, 0.40, 0.31, 0.37, 0.30, 0.32, -0.21, -0.80, 0.91, -0.55, -0.61, 0.53, -0.51, -0.55, 0.36, 0.41, 0.30, 0.28, 0.17, 0.29, 1.23, -1.19, -0.42, -0.37, -0.72, 0.50, -0.63, -0.57, 0.06, 0.64, 0.42, 0.37, 0.13, 0.32, -0.85, 0.00, 0.05, 0.26, -0.71, 0.89, -0.59, -0.57, 0.39, 0.41, -0.08, 0.10, 0.32, 0.29, -0.92, -0.27, -0.31, 0.15, -0.52, 0.61, -0.61, -0.47, 0.44, 0.50, 0.21, 0.55, 0.33, 0.31, -0.57, 0.39, 0.25, -1.11, -0.68, 0.88, -0.62, -0.62, 0.34, 0.20, 0.46, 0.40, 0.26, -0.21, 0.50, -0.80, 0.27, 0.14


C43H60AsBaBrN7 | the ωB97M-V functional and the def2-TZVPD basis

XYZ file:
```
113
C43H60AsBaBrN7, DFT the ωB97M-V functional and the def2-TZVPD basis
Ba -0.122 -0.329 0.196
C -3.956 -3.784 -2.415
C -3.135 -2.587 -1.942
C -2.564 -1.818 -3.136
C -3.925 -1.654 -1.046
C -5.138 -1.153 -1.505
C -5.866 -0.223 -0.778
C -5.373 0.191 0.451
C -4.171 -0.294 0.953
C -3.738 0.069 2.359
C -4.618 -0.668 3.369
C -3.728 1.567 2.643
C -3.414 -1.219 0.198
N -2.159 -1.574 0.666
C -1.777 -2.898 0.858
C -0.472 -3.376 0.895
N 0.685 -2.622 0.725
C 1.840 -3.264 0.281
C 1.906 -3.951 -0.962
C 3.105 -4.520 -1.370
C 4.259 -4.412 -0.614
C 4.204 -3.717 0.582
C 3.026 -3.149 1.048
C 3.065 -2.478 2.405
C 2.818 -0.967 2.395
C 2.159 -3.160 3.429
C 0.740 -4.014 -1.928
C 0.290 -5.445 -2.218
C 1.088 -3.300 -3.233
C -0.517 -4.808 1.276
C 0.411 -5.782 1.516
C -0.045 -7.092 1.856
C -1.372 -7.410 1.961
C -2.356 -6.401 1.736
C -3.773 -6.534 1.835
C -4.573 -5.444 1.619
C -4.047 -4.156 1.290
C -2.692 -4.016 1.176
C -1.882 -5.153 1.403
H -3.326 -4.471 -2.982
H -4.776 -3.480 -3.068
H -4.378 -4.330 -1.572
H -2.298 -2.984 -1.365
H -3.369 -1.399 -3.744
H -1.970 -2.472 -3.772
H -1.930 -0.988 -2.824
H -5.509 -1.486 -2.467
H -6.808 0.156 -1.153
H -5.949 0.885 1.056
H -2.716 -0.301 2.476
H -5.660 -0.351 3.282
H -4.291 -0.464 4.390
H -4.579 -1.746 3.211
H -4.730 1.997 2.575
H -3.065 2.096 1.958
H -3.352 1.758 3.647
H 3.138 -5.039 -2.321
H 5.188 -4.850 -0.955
H 5.097 -3.623 1.194
H 4.100 -2.617 2.750
H 1.756 -0.737 2.366
H 3.305 -0.467 1.553
H 3.196 -0.509 3.311
H 1.111 -3.046 3.157
H 2.311 -2.709 4.411
H 2.377 -4.226 3.505
H -0.099 -3.491 -1.474
H 1.095 -6.022 -2.680
H -0.554 -5.446 -2.910
H -0.016 -5.960 -1.311
H 1.940 -3.771 -3.728
H 1.346 -2.253 -3.062
H 0.244 -3.331 -3.920
H 1.474 -5.595 1.442
H 0.698 -7.860 2.033
H -1.676 -8.417 2.219
H -4.211 -7.493 2.084
H -5.648 -5.553 1.699
H -4.727 -3.329 1.130
C 2.143 4.372 -0.335
N 0.745 4.508 -0.697
C 0.051 5.603 -0.055
C 0.101 3.334 -1.067
N 0.693 2.292 -1.523
N -1.278 3.412 -0.912
C -2.211 2.400 -1.093
N -3.496 2.822 -0.770
N -1.932 1.250 -1.562
H 2.462 5.299 0.136
H 2.769 4.228 -1.221
H 2.295 3.545 0.363
H 0.696 6.482 -0.080
H -0.201 5.390 0.991
H -0.850 5.876 -0.605
H 1.691 2.497 -1.566
H -1.569 4.092 -0.229
H -3.554 3.539 -0.058
H -4.097 2.036 -0.536
H -2.790 0.699 -1.622
C 5.887 0.266 -0.440
As 4.079 0.742 -1.021
C 3.693 -0.906 -2.007
C 4.606 1.790 -2.600
H 6.464 -0.125 -1.278
H 5.823 -0.493 0.338
H 6.383 1.147 -0.028
H 4.539 -1.182 -2.638
H 2.823 -0.730 -2.642
H 3.470 -1.723 -1.323
H 5.312 1.221 -3.205
H 5.070 2.726 -2.288
H 3.728 2.018 -3.202
Br 0.006 1.962 2.050
```

Output
ΔE to the lowest compared entry with this formula, charge and spin, kcal per mole: 14.8
Total charge: -1
E, Eh: -6893.323111
Frontier orbital gap, eV: 4.96
2S+1: 1

Here are the Mulliken charges for atoms 1 to 99, given in e: 1.23, -1.76, 2.17, -1.45, 0.58, -0.52, -1.28, -0.95, 2.02, 0.84, -1.50, -1.32, 0.34, -1.52, -0.17, -0.53, -0.62, 0.03, 1.99, -0.25, -1.81, -0.93, 1.02, 0.10, -0.93, -1.32, 1.71, -1.64, -1.47, 0.74, 0.61, -1.17, -0.92, 1.02, -0.91, -1.33, 0.32, 0.56, -1.05, 0.39, 0.34, 0.38, -1.23, 0.37, 0.41, 0.35, 0.26, 0.30, 0.24, 0.14, 0.28, 0.44, 0.31, 0.26, -0.05, 0.46, 0.32, 0.31, 0.30, 0.50, -0.04, -0.01, 0.46, 0.08, 0.51, 0.33, -1.07, 0.36, 0.41, 0.24, 0.33, 0.20, 0.41, 0.47, 0.40, 0.40, 0.40, 0.40, 0.66, -1.10, 0.09, -1.25, 0.45, -0.55, 0.00, 0.57, -0.61, -0.46, 0.42, 0.33, 0.27, 0.41, 0.34, 0.43, -0.10, 0.25, 0.34, 0.15, -0.18


C43H60F5IO10 | the ωB97M-V functional and the def2-TZVPD basis

XYZ file:
```
119
C43H60F5IO10, DFT the ωB97M-V functional and the def2-TZVPD basis
C 1.215 1.568 3.102
C 0.592 2.068 1.785
C 0.720 1.054 0.680
C -0.359 0.293 0.216
C -1.739 0.418 0.841
F -2.206 1.703 0.754
F -2.632 -0.340 0.119
C -1.780 -0.061 2.274
C -1.477 -1.390 2.528
C -1.470 -1.868 3.828
C -1.765 -1.015 4.878
C -2.072 0.310 4.614
C -2.349 1.237 5.760
F -3.136 0.675 6.701
F -2.963 2.369 5.354
F -1.206 1.612 6.378
C -2.086 0.794 3.318
C -0.187 -0.662 -0.783
C 1.054 -0.907 -1.330
C 2.139 -0.195 -0.857
C 1.974 0.792 0.119
C 3.221 1.510 0.542
O 3.277 2.691 0.796
C 4.434 0.637 0.611
C 5.385 0.810 1.607
C 6.465 -0.066 1.704
C 7.451 0.122 2.834
C 8.196 -1.140 3.261
C 7.238 -2.204 3.783
I 6.675 -1.842 5.820
C 6.581 -1.087 0.757
C 5.662 -1.230 -0.272
C 4.576 -0.375 -0.338
C 3.505 -0.523 -1.358
O 3.717 -0.912 -2.487
H 2.274 1.815 3.161
H 1.118 0.485 3.190
H 0.730 2.033 3.958
H -0.449 2.310 1.968
H 1.071 2.994 1.478
H -1.229 -2.053 1.709
H -1.228 -2.903 4.022
H -1.754 -1.365 5.901
H -2.338 1.826 3.124
H -1.041 -1.228 -1.121
H 1.171 -1.658 -2.097
H 5.265 1.602 2.335
H 8.153 0.918 2.579
H 6.888 0.475 3.701
H 8.913 -0.897 4.043
H 8.751 -1.545 2.413
H 7.683 -3.193 3.782
H 6.312 -2.239 3.219
H 7.404 -1.786 0.830
H 5.754 -2.028 -0.996
C -0.753 -3.630 -4.016
O -1.371 -2.498 -3.436
C -1.759 -1.508 -4.379
C -3.240 -1.550 -4.667
O -3.618 -2.746 -5.331
C -4.221 -3.700 -4.479
H -0.647 -4.380 -3.233
H -1.355 -4.045 -4.828
H 0.242 -3.378 -4.401
H -1.191 -1.618 -5.308
H -1.512 -0.532 -3.949
H -3.490 -0.712 -5.324
H -3.804 -1.434 -3.736
H -5.221 -3.374 -4.173
H -3.618 -3.884 -3.587
H -4.314 -4.627 -5.044
C 3.126 -2.804 1.947
O 2.448 -2.941 0.711
C 3.020 -3.910 -0.155
C 2.224 -5.194 -0.164
O 2.269 -5.846 1.094
C 1.108 -5.648 1.877
H 2.527 -2.154 2.585
H 3.262 -3.766 2.449
H 4.107 -2.335 1.795
H 4.057 -4.111 0.132
H 3.024 -3.483 -1.165
H 2.652 -5.873 -0.907
H 1.188 -4.984 -0.451
H 0.254 -6.188 1.455
H 0.856 -4.587 1.960
H 1.316 -6.042 2.870
C 0.027 1.850 -5.160
O -1.218 1.682 -5.817
C -1.970 2.882 -5.907
C -1.879 3.501 -7.283
O -0.567 3.948 -7.576
C 0.158 3.071 -8.418
H 0.597 0.932 -5.292
H 0.594 2.684 -5.580
H -0.123 2.021 -4.088
H -1.636 3.601 -5.152
H -3.016 2.634 -5.699
H -2.543 4.370 -7.325
H -2.216 2.781 -8.036
H -0.240 3.091 -9.438
H 0.136 2.045 -8.044
H 1.189 3.420 -8.437
C -5.923 3.736 4.644
O -6.996 3.344 3.807
C -7.869 4.406 3.466
C -7.604 4.917 2.067
O -6.326 5.522 1.960
C -5.352 4.688 1.360
H -5.225 2.906 4.685
H -5.408 4.616 4.250
H -6.277 3.952 5.658
H -7.776 5.226 4.185
H -8.894 4.025 3.516
H -8.352 5.675 1.817
H -7.700 4.095 1.350
H -5.551 4.563 0.290
H -5.315 3.704 1.834
H -4.388 5.179 1.481
```

Output
Total charge: 0
E, Eh: -3223.817928
Frontier orbital gap, eV: 8.37
Structure (SMILES): CCc1c(C(F)(F)c2cccc(C(F)(F)F)c2)ccc2c1C(=O)c1cc(CCCI)ccc1C2=O.COCCOC.COCCOC.COCCOC.COCCOC
2S+1: 1

Here are the Mulliken charges for atoms 1 to 99, given in e: -1.16, -1.11, 0.25, 0.05, 0.86, -0.34, -0.35, -0.15, -0.63, -0.88, -0.95, -0.18, 0.88, -0.28, -0.25, -0.27, 0.18, -0.91, -0.98, 1.04, 0.51, -0.52, -0.58, 1.06, -1.26, 1.10, -0.80, -0.91, -0.27, 0.02, -0.47, -1.15, 0.89, -0.59, -0.62, 0.33, 0.17, 0.41, 0.25, 0.67, 0.52, 0.47, 0.49, 0.80, 0.88, 0.71, 0.48, 0.40, 0.34, 0.45, 0.34, 0.44, -0.20, 0.24, 0.51, -0.95, -0.11, -0.13, -0.78, -0.40, -0.63, 0.25, 0.40, 0.32, 0.36, 0.16, 0.35, 0.33, 0.33, 0.23, 0.25, -0.57, 0.35, -0.58, -0.75, -0.43, -0.55, 0.21, 0.43, -0.23, 0.39, 0.31, 0.42, 0.32, 0.37, 0.10, 0.27, -0.92, -0.19, -0.51, -0.62, -0.38, -0.66, 0.24, 0.50, 0.31, 0.36, 0.37, 0.39